The following is a DFT calculation (ωB97M-V/def2-TZVPD) of C38H38F4GeN5O4Pd as an isolated structure at a distorted geometry.

Its total charge is -1. Its molar mass is 883.77 g mol⁻¹. Its multiplicity is 5. The expectation value of S² is 6.06. For the LUMO energy (spin up / spin down), the calculation gives 2.468 / 0.308 eV. For the gap between HOMO and LUMO (spin up / spin down), the calculation gives 6.83 / 5.76 eV.

Cartesian coordinates (Å):
Pd -1.80 -0.26 -0.40
Ge 1.17 2.40 -0.49
F -2.30 -1.95 -2.74
F -2.84 -3.87 -4.41
F -5.43 -3.83 0.34
F -5.92 -5.71 -1.39
O 1.55 -0.85 -0.11
O 2.03 -5.00 2.05
O -3.56 2.98 -2.87
O -2.01 -3.42 1.07
N -0.31 -2.03 0.41
N 0.05 -4.24 1.28
N -3.65 -1.60 -0.32
N -2.69 0.23 1.73
N -3.24 1.22 -1.27
C 0.42 6.48 0.50
C 2.00 -3.99 -1.50
C -0.31 1.22 -0.52
C -5.04 -4.75 -1.72
C 1.88 2.16 2.34
C 3.65 1.92 -4.54
C 1.04 -1.85 0.37
C -4.41 -4.82 -2.95
C 4.59 1.78 1.95
C 2.22 2.22 -2.15
C 4.07 1.75 3.23
C -2.14 -0.56 2.83
C -4.10 -0.04 1.51
C 2.84 -3.38 -0.37
C 2.39 3.30 -3.02
C -4.79 -3.75 -0.83
C 2.39 2.19 1.04
C 3.76 2.00 0.86
C 0.46 4.23 -0.41
C -3.49 -3.83 -3.24
C 2.26 -1.74 3.11
C -3.87 -2.67 -1.10
C -0.66 6.80 -0.32
C -0.63 4.57 -1.22
C -3.21 -2.82 -2.36
C 3.48 0.83 -3.68
C 3.11 3.15 -4.21
C -4.37 -1.42 0.93
C 2.71 1.95 3.43
C -0.82 -3.19 0.90
C 2.99 -2.27 1.88
C 2.77 0.98 -2.50
C -3.40 2.09 -2.07
C -1.18 5.84 -1.18
C 2.03 -2.91 0.86
C 1.40 -4.14 1.47
C -2.48 1.66 1.97
C 0.97 5.20 0.45
H -2.03 6.08 -1.81
H 2.62 0.13 -1.84
H 1.74 -2.55 3.64
H -1.43 1.85 2.15
H 3.72 -3.03 2.17
H -0.43 0.52 -1.40
H 2.96 -1.28 3.81
H 2.63 -4.24 -2.35
H -4.67 0.07 2.44
H -4.07 -2.21 1.62
H -2.79 2.21 1.08
H -2.23 -1.62 2.62
H -5.44 -1.51 0.77
H -4.45 0.70 0.79
H -0.42 -5.04 1.67
H 4.17 2.01 -0.14
H -2.65 -0.33 3.78
H -3.06 2.00 2.84
H 3.58 -4.11 -0.03
H 1.23 -3.28 -1.84
H 1.96 4.26 -2.77
H 4.72 1.57 4.08
H 3.50 -1.45 1.38
H -1.06 3.82 -1.88
H -1.09 7.79 -0.29
H 1.52 -0.98 2.82
H 3.38 -2.51 -0.75
H -4.63 -5.61 -3.65
H -1.08 -0.33 2.94
H 1.50 -4.90 -1.17
H 1.81 4.96 1.10
H 0.82 7.22 1.18
H 0.81 2.30 2.50
H 2.30 1.92 4.43
H 4.21 1.80 -5.46
H 5.66 1.64 1.79
H 3.23 3.99 -4.87
H 3.90 -0.13 -3.94